[1]
Below is C17H10ClF5IrN5OS as an isolated structure, with properties calculated with ωB97M-V/def2-TZVPD.

The calculation puts the LUMO energy (spin up / spin down) at -0.207 / -0.224 Eh. As for the net charge: +1. As for the multiplicity: 2. For the orbital gap (spin up / spin down), the calculation gives 6.280 / 5.820 eV. For the energy relative to the best compared isomer or geometry (same formula, charge and spin), the calculation gives 41.15 kcal per mole.

Each line ends with the Mulliken spin population.
Positions of all 41 atoms, in Å:
Ir 2.216 -1.043 -0.324  0.697
C -2.886 -1.557 2.548  0.001
C -1.799 -0.552 2.416  -0.002
C -1.961 0.816 2.470  -0.002
C -0.844 1.644 2.346  0.001
N 0.386 1.133 2.137  -0.001
C 0.519 -0.158 2.102  0.007
S 2.106 -0.944 1.933  0.023
N -0.538 -0.998 2.255  -0.002
C -0.944 3.119 2.444  0.000
H -3.854 -1.089 2.393  0.000
H -2.868 -1.991 3.548  0.000
H -2.760 -2.356 1.820  0.000
H -2.944 1.235 2.609  0.000
H -0.360 -1.994 2.186  0.000
H -1.916 3.430 2.813  0.000
H -0.790 3.561 1.458  0.000
H -0.157 3.495 3.094  0.000
Cl 3.981 -3.184 0.020  -0.003
C 4.075 -1.611 -0.772  0.039
H 4.182 -1.729 -1.847  -0.004
H 4.825 -0.962 -0.318  0.031
F -2.002 -1.978 -5.401  0.001
C -1.454 -1.844 -4.210  0.006
C -0.070 -1.753 -4.084  -0.006
F 0.714 -1.797 -5.147  0.000
C 0.471 -1.613 -2.821  -0.013
F 1.827 -1.521 -2.673  0.004
C -0.297 -1.565 -1.665  -0.001
O 0.249 -1.438 -0.449  0.146
C -1.679 -1.658 -1.817  0.024
F -2.457 -1.611 -0.735  0.003
C -2.255 -1.795 -3.070  -0.004
F -3.570 -1.882 -3.180  0.000
N 2.331 0.768 -0.906  -0.023
C 2.138 1.895 -0.605  0.041
C 1.862 3.175 -0.320  0.021
C 2.796 3.945 0.429  0.005
N 3.533 4.560 1.054  0.003
C 0.609 3.708 -0.723  0.002
N -0.416 4.138 -1.009  0.003

=====

[2]
Below is C17H10HgN3OS3 as an isolated structure in a non-equilibrium geometry, with properties calculated with ωB97M-V/def2-TZVPD.

The calculation puts the LUMO energy (spin up / spin down) at 0.145 / 0.145 Eh. As for the net charge: -2. As for the multiplicity: 2. For the orbital gap (spin up / spin down), the calculation gives 2.349 / 5.512 eV. For the energy relative to the best compared isomer or geometry (same formula, charge and spin), the calculation gives 23.96 kcal per mole.

Each line ends with the Mulliken spin population.
Positions of all 35 atoms, in Å:
Hg 0.187 -3.515 -1.214  0.477
S 2.650 -3.771 -0.974  0.051
C 2.222 -3.964 0.751  0.108
S 0.748 -3.714 1.604  0.029
C 3.280 -4.466 1.494  -0.093
C 4.476 -4.800 0.867  0.072
N 5.491 -5.114 0.391  0.003
C 3.199 -4.615 2.878  -0.002
N 3.223 -4.720 4.038  0.002
O 0.067 0.661 -2.712  -0.006
S 0.228 0.622 -1.200  0.029
C 0.534 2.379 -0.766  0.000
C 0.017 3.378 -1.541  0.000
C 0.437 4.690 -1.281  0.000
C 1.206 4.997 -0.137  0.000
C 1.653 3.918 0.652  0.000
C 1.265 2.607 0.371  0.000
C -1.389 0.341 -0.490  0.003
C -1.496 0.265 0.897  0.012
C -2.766 0.058 1.473  0.004
C -3.892 0.123 0.659  0.000
C -3.752 0.095 -0.730  0.004
C -2.481 0.271 -1.319  -0.014
H -0.657 3.116 -2.358  0.000
H 0.069 5.491 -1.894  0.000
H 1.296 6.040 0.133  0.000
H 2.388 4.112 1.429  0.000
H 1.542 1.721 0.977  0.000
H -0.556 0.217 1.479  -0.004
H -2.928 -0.145 2.509  -0.003
H -4.851 0.106 1.093  0.002
H -4.585 -0.084 -1.417  0.002
H -2.349 0.243 -2.410  0.000
N -2.648 -3.382 -2.048  0.172
C -1.828 -3.165 -1.205  0.152

=====

[3]
Below is C17H11Cl2N2O2OsSe4 as an isolated structure, with properties calculated with ωB97M-V/def2-TZVPD.

The calculation puts the LUMO energy (spin up / spin down) at -0.151 / -0.163 Eh. As for the net charge: +1. As for the multiplicity: 5. For the orbital gap (spin up / spin down), the calculation gives 6.156 / 6.447 eV.

Each line ends with the Mulliken spin population.
Positions of all 39 atoms, in Å:
Os -0.534 -0.028 -0.067  0.981
C 3.141 -0.456 2.152  -0.001
C 3.682 0.817 2.102  -0.006
C 2.971 1.829 1.476  -0.008
C 1.743 1.539 0.911  0.012
N 1.241 0.287 0.937  0.004
C 1.916 -0.688 1.556  -0.008
C 0.864 2.532 0.264  0.002
C 1.127 3.889 0.198  0.003
C 0.195 4.729 -0.387  0.008
C -0.979 4.194 -0.895  -0.003
C -1.181 2.832 -0.807  -0.001
N -0.277 2.021 -0.243  -0.003
H 3.656 -1.271 2.640  0.001
H 4.645 1.025 2.548  0.000
H 3.369 2.832 1.433  0.001
H 1.452 -1.665 1.541  -0.003
H 2.043 4.288 0.607  0.000
H 0.381 5.792 -0.442  0.000
H -1.737 4.816 -1.347  0.000
H -2.079 2.357 -1.175  -0.002
Cl -1.753 -5.680 -4.419  0.002
C -1.339 -4.556 -3.176  0.018
C -0.239 -4.821 -2.353  -0.011
C 0.108 -3.949 -1.348  0.018
Cl 1.458 -4.308 -0.335  0.002
C -0.614 -2.762 -1.126  -0.001
O -0.275 -1.992 -0.111  0.044
C -1.709 -2.502 -1.981  0.010
C -2.507 -1.317 -1.877  0.006
O -2.265 -0.310 -1.185  0.007
C -2.074 -3.417 -2.989  -0.008
H 0.341 -5.721 -2.504  0.000
H -3.425 -1.281 -2.470  -0.001
H -2.930 -3.210 -3.618  0.000
Se -2.885 1.866 2.106  0.671
Se -2.792 1.761 6.385  1.035
Se -1.155 0.461 5.887  0.950
Se -1.583 0.070 2.112  0.282

=====

[4]
Below is C17H11N3O4S3V as an isolated structure in a non-equilibrium geometry, with properties calculated with ωB97M-V/def2-TZVPD.

The calculation puts the LUMO energy (spin up / spin down) at -0.073 / -0.045 Eh. As for the multiplicity: 2. For the orbital gap (spin up / spin down), the calculation gives 7.387 / 8.434 eV. For the energy relative to the best compared isomer or geometry (same formula, charge and spin), the calculation gives 0.00 kcal per mole.

Each line ends with the Mulliken spin population.
Positions of all 39 atoms, in Å:
V -2.227 0.955 0.593  1.187
C 2.350 -5.645 0.393  0.000
C 1.864 -4.225 0.290  0.000
C 1.077 -3.670 1.295  0.000
C 0.602 -2.374 1.198  -0.001
C 0.923 -1.627 0.070  -0.002
C 1.716 -2.152 -0.946  0.001
C 2.179 -3.449 -0.825  0.000
S 0.315 -0.004 -0.095  -0.012
O 1.138 0.705 -1.023  0.000
O 0.107 0.570 1.240  0.012
N -1.232 -0.085 -0.622  -0.033
C -1.903 -1.376 -0.893  0.004
C -2.613 -1.746 0.407  0.013
O -2.742 -2.832 0.872  0.011
O -3.068 -0.588 0.996  -0.021
H 2.371 -5.984 1.427  0.000
H 3.351 -5.751 -0.025  0.000
H 1.690 -6.314 -0.163  0.000
H 0.833 -4.260 2.170  0.000
H 0.001 -1.946 1.989  0.000
H 1.969 -1.542 -1.803  0.000
H 2.804 -3.868 -1.605  0.000
H -1.216 -2.162 -1.195  0.000
H -2.651 -1.234 -1.673  0.000
S -2.085 2.314 2.355  -0.079
C -1.428 3.260 1.021  0.002
C -0.214 3.955 1.222  0.004
C 0.306 4.754 0.242  -0.003
C 1.530 5.479 0.488  0.000
N 2.507 6.049 0.688  -0.001
C -0.349 4.856 -1.011  -0.002
C -1.488 4.138 -1.250  0.000
C -2.052 3.324 -0.245  -0.008
S -3.480 2.354 -0.590  -0.073
C 0.181 5.701 -2.055  0.000
N 0.604 6.370 -2.887  -0.002
H 0.300 3.854 2.167  0.000
H -1.969 4.196 -2.217  0.002

=====

[5]
Below is a 2-piece molecular cluster, C17H12BF2O6 overall in a non-equilibrium geometry, with properties calculated with ωB97M-V/def2-TZVPD.

The calculation puts the LUMO energy at 0.001 Eh. As for the net charge: -1. For the orbital gap, the calculation gives 6.908 eV.

Each line ends with the natural charge from an NBO analysis.
Positions of all 38 atoms, in Å:
C -2.784 -0.208 2.713  -0.300
C -1.760 -1.200 2.629  -0.071
C -0.600 -2.270 2.074  -0.455
C 0.836 -2.049 2.834  -0.402
C 1.423 -0.519 2.782  -0.464
C 2.050 -0.084 1.309  0.038
C 2.660 -1.144 0.199  -0.239
C 3.226 -0.552 -1.259  -0.163
C 3.182 1.050 -1.605  -0.137
C 2.598 2.102 -0.461  -0.094
C 2.033 1.556 0.992  -0.191
C 2.605 3.725 -0.861  0.517
O 2.901 4.679 0.033  -0.530
C 2.267 4.043 -2.467  -0.251
C 2.815 3.080 -3.505  -0.257
C 3.681 1.722 -3.053  0.523
O 4.713 1.238 -3.764  -0.532
H -3.773 0.443 2.564  0.302
H -0.538 -2.291 0.904  0.284
H -1.004 -3.344 2.405  0.241
H 1.625 -2.733 2.258  0.203
H 0.777 -2.472 3.929  0.226
H 2.265 -0.329 3.597  0.233
H 0.576 0.285 3.009  0.253
H 2.700 -2.297 0.406  0.242
H 3.660 -1.338 -2.032  0.250
H 1.620 2.326 1.795  0.259
H 1.622 4.994 -2.744  0.259
H 2.602 3.280 -4.657  0.255
B -5.771 -0.518 -1.187  1.262
O -5.858 -1.969 -1.379  -0.654
C -4.626 -2.467 -1.206  0.655
O -4.348 -3.652 -1.296  -0.566
C -3.710 -1.402 -0.903  0.662
O -2.514 -1.520 -0.691  -0.576
O -4.364 -0.232 -0.886  -0.657
F -6.614 -0.108 -0.075  -0.563
F -6.173 0.174 -2.402  -0.561

=====

[6]
Below is C17H12Br3CoN2O as an isolated structure in a non-equilibrium geometry, with properties calculated with ωB97M-V/def2-TZVPD.

The calculation puts the LUMO energy (spin up / spin down) at -0.143 / -0.149 Eh. As for the net charge: +1. As for the multiplicity: 4. For the orbital gap (spin up / spin down), the calculation gives 6.657 / 6.570 eV.

Each line ends with the Mulliken spin population.
Positions of all 36 atoms, in Å:
Co -0.013 -0.462 -1.267  2.664
Br -5.746 -2.179 2.949  0.001
C -4.343 -2.020 1.687  0.012
C -4.522 -2.521 0.388  -0.005
C -3.511 -2.412 -0.524  0.022
C -2.280 -1.781 -0.204  0.002
O -1.386 -1.648 -1.107  0.122
C -2.118 -1.264 1.131  -0.004
C -0.958 -0.536 1.512  -0.008
N 0.092 -0.381 0.759  0.054
C 1.204 0.341 1.143  0.021
C 1.486 0.782 2.429  0.014
C 2.647 1.515 2.686  -0.002
C 3.549 1.798 1.692  0.009
C 3.332 1.317 0.384  -0.005
C 4.238 1.501 -0.680  0.009
C 3.959 0.955 -1.909  -0.004
C 2.775 0.239 -2.086  -0.005
N 1.882 0.076 -1.122  0.070
C 2.150 0.587 0.110  -0.031
C -3.163 -1.410 2.051  -0.003
H -5.460 -2.981 0.119  0.000
H -3.620 -2.806 -1.521  0.002
H -1.011 -0.040 2.479  0.005
H 0.819 0.561 3.247  0.000
H 2.831 1.861 3.689  0.000
H 4.438 2.371 1.894  0.000
H 5.157 2.042 -0.515  0.000
H 4.643 1.049 -2.739  -0.001
H 2.562 -0.225 -3.039  -0.006
H -3.027 -1.050 3.059  -0.002
Br -0.381 -0.137 -3.886  0.035
C -1.423 1.458 -3.479  -0.006
Br -1.362 1.801 -1.561  0.039
H -2.457 1.289 -3.772  0.000
H -0.985 2.310 -3.995  0.000